Record 1
150
Properties=species:S:1:pos:R:3 method="wB97M-V/def2-TZVPD" e_above_lowest_kcal_mol=0.00 total_charge=-2 energy_ev=-208915.603
Rb 0.228 -0.022 -0.769
C -3.038 5.100 3.948
C -2.540 3.666 3.750
Ge -1.443 3.367 2.067
C -2.627 2.081 1.121
C -3.956 2.723 0.721
C -1.346 5.077 1.126
C -0.925 5.269 -0.132
Ge -0.134 3.642 -1.161
C 1.342 4.515 -2.273
C 2.589 4.891 -1.473
C -1.590 3.640 -2.625
C -1.567 4.733 -3.694
C -1.206 6.566 -0.763
C -0.223 7.369 -1.351
C -0.553 8.566 -1.965
C -1.869 9.008 -1.997
C -2.860 8.224 -1.422
C -2.533 7.018 -0.823
H -3.590 5.214 4.886
H -3.700 5.401 3.133
H -2.198 5.799 3.964
H -3.397 2.990 3.685
H -1.979 3.362 4.638
H -2.813 1.236 1.787
H -2.131 1.693 0.230
H -4.507 3.060 1.605
H -4.590 2.020 0.175
H -3.787 3.591 0.079
H -1.782 5.918 1.676
H 1.001 5.378 -2.853
H 1.623 3.742 -2.998
H 2.373 5.677 -0.741
H 3.402 5.255 -2.114
H 2.967 4.023 -0.927
H -2.556 3.668 -2.106
H -1.542 2.662 -3.119
H -1.528 5.726 -3.246
H -2.459 4.693 -4.333
H -0.695 4.629 -4.342
H 0.811 7.054 -1.313
H 0.225 9.162 -2.428
H -2.120 9.955 -2.460
H -3.891 8.559 -1.433
H -3.311 6.402 -0.388
C 2.008 -4.122 -2.248
C 0.721 -4.271 -3.011
C 0.733 -4.879 -4.286
C -0.434 -4.990 -4.980
C -1.644 -4.546 -4.402
C -2.885 -4.691 -5.053
C -4.031 -4.286 -4.415
C -3.985 -3.740 -3.130
C -2.788 -3.547 -2.441
S -2.789 -2.921 -0.843
C -1.569 -3.963 -3.102
N -0.383 -3.823 -2.459
H 2.299 -5.073 -1.791
H 1.892 -3.386 -1.458
H 2.815 -3.799 -2.907
H 1.670 -5.214 -4.715
H -0.451 -5.407 -5.983
H -2.922 -5.130 -6.044
H -4.991 -4.400 -4.909
H -4.902 -3.436 -2.642
N -1.217 -0.792 1.980
C -2.038 -1.505 2.383
N -2.893 -2.275 3.026
C -3.765 -1.715 4.043
C -5.203 -2.175 3.823
C -5.257 -3.702 3.771
C -4.339 -4.213 2.661
C -2.910 -3.729 2.878
H -3.693 -0.628 4.008
H -3.428 -2.052 5.034
H -5.565 -1.769 2.876
H -5.832 -1.790 4.631
H -6.282 -4.036 3.597
H -4.932 -4.109 4.737
H -4.665 -3.842 1.688
H -4.344 -5.304 2.622
H -2.299 -3.994 2.017
H -2.487 -4.184 3.787
F 2.019 -4.169 -8.320
C 1.898 -2.821 -8.507
F 0.711 -2.646 -9.128
F 2.853 -2.513 -9.425
C 2.030 -2.056 -7.247
C 0.906 -1.619 -6.554
C 1.042 -1.011 -5.325
C 2.305 -0.811 -4.739
C 3.431 -1.220 -5.483
C 3.297 -1.851 -6.700
C 2.448 -0.280 -3.434
C 2.667 0.080 -2.272
H -0.076 -1.774 -6.982
H 0.161 -0.698 -4.778
H 4.416 -1.054 -5.065
H 4.172 -2.194 -7.240
C 0.712 -2.598 4.129
C 2.207 -2.315 3.921
C 2.582 -1.089 4.758
C 2.990 -3.532 4.414
P 2.340 -1.853 2.073
C 2.029 -3.521 1.347
C 2.911 -4.597 1.256
C 2.505 -5.795 0.684
C 1.208 -5.943 0.208
C 0.319 -4.883 0.289
C 0.735 -3.682 0.842
C 4.151 -1.431 1.685
C 4.216 0.097 1.848
C 5.271 -2.071 2.504
C 4.355 -1.749 0.200
H 0.513 -2.791 5.189
H 0.394 -3.470 3.556
H 0.112 -1.747 3.806
H 2.313 -1.265 5.805
H 2.049 -0.201 4.410
H 3.654 -0.889 4.718
H 2.734 -3.705 5.465
H 4.066 -3.382 4.353
H 2.725 -4.426 3.849
H 3.923 -4.518 1.628
H 3.209 -6.616 0.610
H 0.894 -6.885 -0.226
H -0.689 -4.966 -0.101
H 0.039 -2.850 0.877
H 4.027 0.408 2.878
H 3.477 0.572 1.202
H 5.206 0.465 1.561
H 5.238 -1.765 3.551
H 6.236 -1.749 2.098
H 5.248 -3.160 2.459
H 3.604 -1.256 -0.421
H 4.322 -2.820 -0.001
H 5.329 -1.370 -0.124
C 0.938 3.777 4.564
C 1.371 3.188 3.222
C 1.909 4.286 2.303
C 0.234 2.402 2.563
H 1.767 4.294 5.055
H 0.582 2.990 5.234
H 0.127 4.495 4.412
H 2.192 2.482 3.411
H 1.228 5.139 2.286
H 2.004 3.916 1.281
H 2.891 4.623 2.645
H 0.609 1.963 1.636
H -0.070 1.569 3.206

---

Record 2
167
Properties=species:S:1:pos:R:3 method="wB97M-V/def2-TZVPD" spin_multiplicity=2 e_above_lowest_kcal_mol=0.00 s2=0.753 total_charge=-1 energy_ev=-100121.942
C -1.631 3.453 -2.846
C -1.221 1.994 -2.877
C -1.418 1.209 -1.609
C -0.179 1.258 -0.692
N -0.260 0.397 0.607
C -1.459 0.868 1.407
C -1.147 0.663 2.892
C 0.349 0.490 3.014
C 0.836 0.842 1.582
C -0.130 -1.153 0.493
C 0.964 -1.612 -0.581
C 0.902 -3.095 -0.927
H -2.633 3.672 -2.477
H -1.658 3.858 -3.857
H -0.992 4.027 -2.175
H -0.204 2.046 -3.268
H -1.822 1.601 -3.697
H -1.700 0.182 -1.840
H -2.359 1.460 -1.120
H 0.070 2.234 -0.277
H 0.754 0.967 -1.176
H -2.315 0.257 1.118
H -1.681 1.920 1.227
H -1.684 -0.157 3.369
H -1.495 1.618 3.286
H 0.737 -0.520 3.145
H 0.760 1.135 3.791
H 1.858 0.499 1.418
H 0.918 1.928 1.579
H -1.139 -1.400 0.165
H -0.005 -1.686 1.436
H 1.971 -1.433 -0.206
H 0.882 -1.071 -1.524
H 1.855 -3.451 -1.318
H 0.148 -3.456 -1.627
H 0.652 -3.675 -0.038
O -3.679 -5.317 -3.168
C -3.542 -4.270 -2.499
O -4.332 -3.842 -1.576
B -3.803 -2.601 -1.007
O -2.488 -2.362 -1.709
C -2.402 -3.282 -2.641
O -1.531 -3.298 -3.467
O -3.516 -2.722 0.449
C -4.195 -1.819 1.095
O -4.177 -1.638 2.344
C -4.958 -0.954 0.079
O -4.770 -1.484 -1.077
O -5.514 0.109 0.336
N -2.646 3.013 -6.709
C -2.399 4.141 -7.405
C -1.328 3.970 -8.192
C -0.895 2.639 -7.986
C -1.775 2.030 -7.106
H -3.376 2.896 -6.021
H -3.107 4.957 -7.427
H -0.920 4.671 -8.905
H -0.077 2.147 -8.492
H -1.763 1.026 -6.707
N 4.998 -0.728 2.151
C 4.232 -0.922 3.261
C 3.336 -1.901 2.902
C 3.644 -2.312 1.543
C 4.741 -1.658 1.165
H 5.720 -0.029 2.047
H 4.496 -0.283 4.091
H 2.581 -2.286 3.572
H 3.082 -3.064 1.008
H 5.355 -1.709 0.278
N 3.092 -6.130 -3.720
C 2.736 -4.776 -3.838
C 3.733 -4.051 -3.200
C 4.695 -5.013 -2.807
C 4.286 -6.301 -3.093
H 2.539 -6.946 -3.940
H 1.761 -4.522 -4.228
H 3.690 -2.982 -3.052
H 5.628 -4.671 -2.385
H 4.722 -7.268 -2.893
N -4.274 2.536 1.170
C -4.058 2.795 2.496
C -3.682 4.102 2.565
C -3.568 4.578 1.282
C -4.034 3.633 0.401
H -4.575 1.620 0.868
H -4.198 1.937 3.136
H -3.525 4.662 3.475
H -3.350 5.628 1.154
H -4.162 3.533 -0.666
N -2.272 -3.502 3.730
C -1.141 -3.761 2.995
C -0.101 -3.442 3.884
C -0.593 -2.989 5.115
C -2.003 -3.039 5.021
H -3.216 -3.549 3.374
H -1.166 -4.111 1.973
H 0.946 -3.603 3.671
H -0.081 -2.664 6.009
H -2.825 -2.946 5.715
N 3.103 1.098 -2.774
C 3.555 0.382 -1.675
C 3.615 1.246 -0.608
C 3.303 2.519 -1.068
C 2.856 2.396 -2.369
H 2.975 0.770 -3.721
H 3.793 -0.671 -1.725
H 3.941 0.955 0.380
H 3.294 3.456 -0.532
H 2.480 3.097 -3.100
N 3.842 -6.338 1.457
C 2.756 -5.846 0.834
C 1.625 -5.921 1.700
C 2.133 -6.415 2.880
C 3.488 -6.728 2.722
H 4.795 -6.337 1.123
H 2.851 -5.553 -0.201
H 0.617 -5.605 1.474
H 1.580 -6.420 3.808
H 4.169 -7.122 3.463
N -0.331 5.630 2.459
C 0.897 5.113 2.931
C 1.630 4.812 1.837
C 0.948 5.128 0.689
C -0.275 5.659 1.078
H -1.124 5.937 3.004
H 1.124 4.993 3.981
H 2.619 4.381 1.894
H 1.316 5.051 -0.323
H -1.134 6.052 0.554
N -0.664 2.525 6.012
C -1.975 2.787 5.693
C -2.654 1.639 6.012
C -1.749 0.664 6.372
C -0.506 1.256 6.502
H 0.125 3.153 5.949
H -2.411 3.730 5.398
H -3.726 1.548 5.922
H -1.981 -0.367 6.593
H 0.456 0.890 6.831
N 2.739 -1.144 -5.112
C 1.542 -1.388 -4.446
C 0.689 -0.391 -4.761
C 1.349 0.476 -5.654
C 2.633 -0.041 -5.821
H 3.590 -1.683 -5.036
H 1.546 -2.151 -3.682
H -0.336 -0.225 -4.463
H 0.915 1.384 -6.046
H 3.484 0.299 -6.391
C -4.683 -0.300 -4.311
C -4.986 1.118 -3.877
O -4.410 2.014 -4.797
H -3.638 -0.480 -4.060
H -4.858 -0.587 -5.348
H -5.348 -0.941 -3.731
H -4.615 1.315 -2.871
H -6.063 1.288 -3.873
H -5.008 2.749 -4.955
C 3.573 2.698 5.137
C 2.763 2.923 6.436
O 1.831 3.928 6.288
H 2.931 2.473 4.285
H 4.338 1.947 5.333
H 4.085 3.612 4.834
H 3.534 3.137 7.177
H 2.386 1.950 6.750
H 2.144 4.732 6.708